{
  "formula": "C21H19BrN2O7PtS",
  "method": "ωB97M-V with the def2-TZVPD basis set",
  "elements": ["Pt", "O", "C", "O", "C", "O", "O", "C", "C", "N", "C", "C", "C", "S", "N", "C", "O", "C", "C", "C", "C", "C", "C", "H", "H", "H", "H", "H", "H", "H", "H", "H", "H", "H", "H", "H", "H", "H", "Br", "C", "C", "C", "C", "C", "C", "C", "O", "O", "H", "H", "H", "H"],
  "coordinates": [[0.11648, -0.92122, -1.20369], [0.13834, 1.51279, -5.27550], [-0.15980, 1.10245, -4.21651], [-0.62239, 0.86552, -3.16714], [1.50595, -0.63651, -3.96607], [2.19987, -0.45138, -4.87792], [1.12126, -1.19948, -3.00305], [2.81896, 2.21126, 3.80698], [1.55526, 2.68220, 3.08828], [1.57147, 2.45997, 1.62360], [1.88335, 3.63720, 0.81579], [0.64678, 4.46398, 0.45115], [1.11866, 1.27637, 1.09870], [1.00704, 1.04309, -0.64140], [0.69009, 0.34735, 1.96087], [0.02164, -0.74364, 1.75350], [-0.60175, -1.14728, 0.67954], [-0.11904, -1.61097, 2.93691], [-0.56361, -2.93420, 2.79390], [-0.66823, -3.74642, 3.92700], [-0.31281, -3.26525, 5.17215], [0.16508, -1.96779, 5.32296], [0.31992, -1.16267, 4.18214], [2.79737, 2.38938, 4.88761], [3.68137, 2.72539, 3.39090], [2.97973, 1.14890, 3.61144], [1.45998, 3.76363, 3.22427], [0.67178, 2.19081, 3.50570], [2.43091, 3.27924, -0.05692], [2.59448, 4.21945, 1.41612], [-0.05302, 3.85539, -0.10911], [0.92213, 5.34104, -0.11518], [0.16522, 4.77598, 1.37386], [-0.83560, -3.34535, 1.83901], [-1.03555, -4.76325, 3.79380], [-0.42984, -3.92602, 6.04271], [0.45493, -1.59481, 6.30085], [0.78470, -0.18772, 4.27995], [-3.14488, -0.90845, -1.25470], [-2.63701, -1.10595, -3.09680], [-3.18144, -0.16137, -3.96859], [-2.87207, -0.26221, -5.31903], [-2.05830, -1.27235, -5.80847], [-1.55552, -2.23977, -4.92984], [-1.82047, -2.14617, -3.54916], [-1.26019, -3.18676, -2.58344], [-1.48375, -4.36246, -2.88507], [-0.61594, -2.82187, -1.54344], [-3.78454, 0.63958, -3.57735], [-3.23512, 0.50869, -5.98598], [-1.80068, -1.28465, -6.86569], [-0.97118, -3.08366, -5.27964]],
  "mulliken_charge": [1.0018, -0.4431, 0.5900, -0.2947, 0.0370, -0.3832, -0.5999, -1.3353, -0.6495, 0.1173, -1.1354, -0.9900, 0.2268, -0.3769, -0.1807, 0.1688, -0.5377, 0.3378, -0.6012, -0.6253, -0.3079, -0.6141, -0.1702, 0.3316, 0.4423, 0.2695, 0.4767, 0.4330, 0.5435, 0.4598, 0.2355, 0.4029, 0.3005, 0.5434, 0.3474, 0.2854, 0.3669, 0.2092, -0.1235, 0.2448, -0.5955, -0.4226, -0.4744, -0.5969, 0.5563, 0.4403, -0.7558, -0.6187, 0.3901, 0.3264, 0.3254, 0.4219],
  "charge": -2,
  "max_force_ev_per_a": 4.59,
  "spin_multiplicity": 3,
  "e_above_lowest_kcal_mol": 0.0,
  "total_energy_ev": -123523.14342
}

***

{
  "formula": "C5H34NO12",
  "method": "ωB97M-V with the def2-TZVPD basis set",
  "elements": ["O", "C", "C", "C", "C", "C", "N", "H", "H", "H", "H", "H", "H", "H", "H", "H", "H", "H", "H", "H", "H", "O", "H", "H", "O", "H", "H", "O", "H", "H", "O", "H", "H", "O", "H", "H", "O", "H", "H", "O", "H", "H", "O", "H", "H", "O", "H", "H", "O", "H", "H", "O"],
  "coordinates": [[-2.37430, -1.48297, -2.05451], [-2.52011, -0.55597, -1.30889], [-1.49203, -0.36114, -0.18530], [-1.07445, 1.12742, -0.07637], [-2.07691, 2.27161, -0.00461], [-2.85261, 2.09972, 1.29367], [-0.34918, -1.31504, -0.24961], [-3.19979, 0.29207, -1.35738], [-2.06952, -0.60712, 0.70701], [-0.40553, 1.35528, -0.92011], [-0.49325, 1.19749, 0.89511], [-1.62437, 3.31260, -0.06132], [-2.76752, 2.23302, -0.86298], [-3.36624, 1.18440, 1.57097], [-3.81077, 2.64892, 1.26895], [-2.24313, 2.31261, 2.18257], [0.08558, -1.35592, -1.16844], [0.37712, -1.18606, 0.45413], [-0.68784, -2.30809, -0.17742], [2.24906, 4.07280, -1.87387], [1.01698, 4.82143, -1.84405], [1.36320, 3.98177, -1.50996], [0.04682, -0.85233, 3.17730], [1.31004, -0.09428, 3.32368], [0.95222, -0.83557, 2.81433], [3.43548, -3.84937, -0.29405], [2.39761, -3.63650, -1.53958], [2.59450, -3.50744, -0.60352], [3.37849, 2.70102, -3.19377], [4.39729, 2.06532, -2.21617], [3.47958, 2.32742, -2.31581], [1.71524, -1.18427, -3.16606], [0.27411, -1.11052, -3.34599], [0.92693, -1.73014, -2.98705], [-4.94548, -0.08671, -0.34079], [-5.34993, -0.62653, 0.90994], [-4.64499, -0.04694, 0.57737], [1.09453, -2.48531, 1.96690], [1.23230, -3.43279, 0.76727], [0.66195, -3.23054, 1.51787], [3.81244, -0.94110, 1.24444], [3.05751, -1.67702, 0.05185], [3.53970, -0.88273, 0.30780], [1.39000, 2.22801, 1.68850], [1.80964, 2.82329, 2.91967], [1.42878, 1.98589, 2.62473], [-2.58516, -3.74268, 0.32530], [-1.60356, -3.42566, 1.58681], [-2.23778, -3.07726, 0.92543], [2.64547, 0.21043, -0.21776], [2.22267, 1.45339, -0.97714], [1.87920, 0.92210, -0.24909]],
  "mulliken_charge": [-0.5354, -0.3410, -0.0033, -0.0427, -0.2634, -1.3435, 0.6589, 0.2486, 0.4433, 0.2970, -0.2884, 0.2385, 0.2802, 0.3104, 0.4303, 0.3255, 0.3053, -0.1739, 0.5074, 0.2785, 0.2866, -0.5364, 0.2901, 0.2353, -0.6147, 0.2910, 0.2685, -0.6271, 0.2982, 0.2698, -0.6093, 0.3321, 0.2981, -0.6655, 0.2695, 0.2740, -0.5045, 0.3172, 0.3704, -0.6538, 0.3348, 0.3012, -0.6411, 0.2461, 0.2868, -0.5735, 0.2922, 0.2933, -0.6236, 0.3058, 0.2584, -0.4025],
  "charge": 1,
  "max_force_ev_per_a": 3.09,
  "e_above_lowest_kcal_mol": 49.6,
  "total_energy_ev": -31791.04604
}

***

{
  "formula": "CH2O3P2",
  "method": "ωB97M-V with the def2-TZVPD basis set",
  "elements": ["C", "O", "O", "O", "P", "P", "H", "H"],
  "coordinates": [[0.15567, -0.52284, -0.04379], [-0.54768, 2.09396, -0.16282], [1.80150, 1.45438, -1.23672], [-1.63319, -1.48168, 1.60080], [-1.70270, -0.63571, 0.42428], [0.56750, 1.16885, -0.51031], [0.76206, -0.76993, 0.77241], [0.59685, -1.30704, -0.84385]],
  "mulliken_charge": [-0.5815, -0.5308, -0.5519, -0.3184, 0.2941, 0.9623, 0.3554, 0.3707],
  "charge": 0,
  "max_force_ev_per_a": 4.35,
  "spin_multiplicity": 3,
  "e_above_lowest_kcal_mol": 2.3,
  "total_energy_ev": -25787.30266
}

***

{
  "formula": "H29O14",
  "method": "ωB97M-V with the def2-TZVPD basis set",
  "elements": ["O", "H", "O", "H", "H", "O", "H", "H", "O", "H", "H", "O", "H", "H", "O", "H", "H", "O", "H", "H", "O", "H", "H", "O", "H", "H", "O", "H", "H", "O", "H", "H", "O", "H", "H", "O", "H", "H", "O", "H", "H", "H", "H"],
  "coordinates": [[1.61850, -0.31441, -0.90628], [-1.09732, -3.55349, 2.51993], [-1.44830, 3.16359, 0.52038], [1.21043, 1.15900, 1.48818], [-2.17845, 3.05847, 1.10264], [-1.60912, -3.73033, -2.41082], [-0.39494, 3.30486, -3.84970], [-1.42416, -4.65033, -2.36428], [1.54136, 1.70837, 0.77460], [2.53206, -1.82135, 1.52816], [1.07460, 2.59619, 0.91846], [2.76406, 1.36595, -2.64845], [2.88156, 1.10272, -3.54776], [3.18580, 2.24591, -2.55458], [-0.30834, -1.62630, -1.24458], [4.11788, 1.46011, 2.61756], [0.64218, 3.07506, -2.70922], [-3.70001, 0.10192, 0.17978], [-4.10071, 0.36997, -0.68559], [-1.39834, 4.09125, 0.34101], [-1.55262, -3.19115, 1.78820], [-0.87381, -2.62460, 1.28855], [2.74300, 1.08230, 2.30063], [2.11187, -1.17696, 2.06081], [0.69023, -0.82818, -1.07461], [1.58395, 0.14127, -0.05165], [0.56758, -1.07479, -3.71518], [0.40664, 1.17589, 4.07432], [-2.50874, -3.89395, -2.71157], [0.50092, 3.05041, -3.63753], [-1.09848, -1.15319, -0.96524], [1.74162, 0.30262, -1.64622], [-3.59128, -0.78612, 2.67079], [2.74203, -0.61620, 2.50643], [-3.18756, -0.00734, 3.03662], [-0.35394, 1.68129, 3.69843], [-2.72759, -1.09993, 2.23466], [-0.86591, 0.87653, 3.87780], [3.40172, 0.90758, 3.01022], [0.84266, -1.96832, -3.59977], [-0.66380, -2.48927, -1.58069], [0.79059, -0.94758, -4.65351], [-4.38119, -0.54690, 0.37341]],
  "mulliken_charge": [-0.3464, 0.3191, -0.5835, 0.2978, 0.2870, -0.5937, 0.2947, 0.2941, -0.7749, 0.2895, 0.3120, -0.6010, 0.2579, 0.2760, -0.6762, 0.3091, 0.2946, -0.5428, 0.2643, 0.3075, -0.6200, 0.3191, 0.3511, -0.6104, 0.5539, 0.5653, -0.5458, 0.3263, 0.2833, -0.5732, 0.2900, 0.3730, -0.6026, 0.3629, 0.3133, -0.5987, 0.2710, 0.2719, -0.6928, 0.3108, 0.3891, 0.2597, 0.3176],
  "charge": 1,
  "max_force_ev_per_a": 3.40,
  "e_above_lowest_kcal_mol": 85.8,
  "total_energy_ev": -29128.89705
}